52
Properties=species:S:1:pos:R:3 method="wB97M-V/def2-TZVPD" e_homo_ev=-8.44 max_force_ev_per_a=10.4 charge=-1 homo_lumo_gap_ev=9.658 multiplicity=1 energy_ha=-1773.107812
O -2.5630 1.8241 -0.2230
C -1.7290 0.9011 -0.3290
O -0.4690 1.0101 -0.0540
B 0.1270 -0.3219 -0.3030
O -1.0410 -1.1329 -0.5850
C -2.0290 -0.4629 -0.6680
O -3.1540 -0.8449 -1.1090
O 0.8180 -0.7629 0.8870
C 1.9960 -1.0019 0.5620
O 2.8640 -1.3249 1.3700
C 2.1050 -0.9549 -0.9220
O 1.0570 -0.4429 -1.4810
O 3.1690 -0.8589 -1.4920
O 1.2360 -2.7249 3.3060
H 1.3670 -2.0919 2.5770
H 0.3450 -2.3589 3.5070
O 3.0070 1.4391 -3.0300
H 2.9840 2.2641 -2.6520
H 3.0890 0.9161 -2.2320
O 3.6010 -1.6659 4.2650
H 2.9940 -2.1709 3.8800
H 4.4410 -1.9079 4.0630
O -4.1160 1.3201 2.8020
H -4.2220 0.9351 1.9640
H -3.3410 1.8771 2.7640
O -4.0880 -0.3989 -3.5940
H -3.7860 -0.4249 -2.7370
H -3.4000 0.0901 -3.9740
O 0.6770 0.0331 -4.1630
H 0.9860 0.2111 -3.4110
H 0.5290 -0.8419 -4.2310
O 4.8190 0.9631 3.0770
H 5.2060 1.5461 3.8040
H 4.0570 0.5501 3.3520
O -5.3990 0.2581 0.5670
H -6.3160 0.0301 0.4180
H -5.3010 0.1171 -0.4190
O -4.9520 3.2651 -0.7150
H -4.0460 2.9981 -0.4360
H -5.2610 3.6971 0.1410
O -0.7870 4.4041 0.4920
H -1.0100 3.9181 1.3050
H -0.8390 3.6841 -0.0280
O 5.5910 -1.4949 0.8950
H 5.7390 -0.8129 0.2560
H 4.7750 -1.1769 1.4950
O -4.5070 -2.9479 0.3320
H -4.1590 -2.1209 -0.0100
H -4.9820 -2.7829 1.1950
O 4.5650 -1.1849 -3.8990
H 4.1400 -1.1179 -3.0400
H 5.2130 -1.9179 -3.5370